1.
ORCA calculation (ωB97M-V with the def2-TZVPD basis set) on a molecular structure, C8H10LuN2O in a non-equilibrium geometry.

Geometry as XYZ:
```
22
Properties=species:S:1:pos:R:3:forces:R:3
C 0.1789 1.1514 -1.8054 -1.20 -0.41 -1.08
C -1.1512 1.3635 -1.3037 0.00 -0.32 -1.55
C -1.8774 0.1310 -1.4316 0.64 0.39 -1.50
C -0.9941 -0.8466 -2.0079 -0.18 1.25 -1.03
C 0.2796 -0.2171 -2.2331 -1.26 0.80 -0.86
Lu -0.1050 -0.2474 0.0814 0.79 -2.15 3.17
N 1.7899 -0.2868 0.7499 -2.61 1.18 0.10
C 1.4434 0.8141 1.7123 1.54 0.10 0.58
C -0.0298 1.2737 1.6281 0.13 0.35 0.61
H -2.8942 -0.0413 -1.1139 0.00 -0.03 0.03
H -1.5354 2.2845 -0.8903 0.07 -0.11 -0.01
H -1.2301 -1.8830 -2.1972 0.02 0.02 0.06
H 1.1616 -0.6948 -2.6334 -0.03 0.01 0.09
H 0.9776 1.8785 -1.8167 -0.03 -0.08 0.08
H -0.1476 2.3060 1.3538 0.00 0.52 0.24
H 1.6861 0.4533 2.7350 -0.13 0.31 -0.24
H 2.6944 -0.5196 0.6174 3.55 -0.35 0.08
H -0.6329 0.9749 2.4794 0.05 0.21 0.36
H 2.1143 1.6696 1.4891 -0.29 -0.07 0.31
O -0.7651 -4.2470 2.0372 0.03 -0.31 0.17
C -0.5737 -3.1847 1.5273 -0.19 -0.20 0.06
N -0.3894 -2.1324 1.0223 -0.88 -1.11 0.31
```
Positions in Å, forces in eV/Å.

The calculation puts the HOMO-LUMO gap at 0.2681 Ha. As for the max |F|: 0.07599 hartree/bohr. Its charge is -1. The calculation puts the electronic energy at -1731.16734 Ha. Its HOMO energy is -3.628 eV.

2.
ORCA calculation (ωB97M-V with the def2-TZVPD basis set) on 3 unconnected molecules or ions with the total composition C28H54N2O7S2 in a non-equilibrium geometry.

Geometry as XYZ:
```
93
Properties=species:S:1:pos:R:3:forces:R:3
C 2.8425 4.0476 0.6518 0.19 0.67 0.13
C 2.5977 4.7975 -0.6218 0.21 -0.82 -0.04
C 1.1512 4.4911 -1.4013 3.50 4.17 1.37
C 0.2898 5.8348 -1.0285 -0.87 0.19 0.67
C -1.1741 5.5580 -0.3452 -1.02 0.89 -0.34
C -2.1342 4.5049 -1.1553 -0.28 -1.10 1.47
C -3.7591 4.8079 -0.8988 0.59 -0.59 -0.33
C -4.6374 3.4468 -1.2755 -0.59 1.47 -0.84
O -4.7341 2.4790 -0.1718 1.50 -0.21 -2.27
C -3.7864 1.3633 -0.3175 0.78 -1.10 0.99
O 0.7859 3.1870 -0.8266 0.67 -0.06 -4.74
S 1.3769 2.1334 -2.0775 1.59 -8.11 -0.60
O 2.4091 1.1064 -1.5109 -3.60 4.92 -1.52
O 0.2952 1.3165 -2.8305 3.06 4.46 2.57
O 2.2875 3.1496 -3.1513 -2.88 -0.04 2.94
C 1.6525 4.4955 -2.9826 1.08 -1.54 0.20
S 0.3585 4.6361 -4.3359 0.17 -0.69 0.04
H 3.6217 3.1473 0.7367 -1.51 2.53 0.01
H 2.2470 4.4467 1.6041 1.03 -1.61 -2.12
H 3.3790 5.5405 -1.1041 -1.54 -1.97 0.77
H 0.9208 6.4656 -0.2425 -1.30 -1.44 -1.75
H 0.1806 6.5300 -1.9867 0.12 -1.72 1.88
H -1.7493 6.6039 -0.3544 1.34 -2.11 0.06
H -1.1134 5.2541 0.8027 0.14 0.50 -2.57
H -1.9445 3.4356 -0.6635 -0.30 2.23 -1.22
H -1.8627 4.3998 -2.2891 -0.62 0.47 2.10
H -4.0508 5.7243 -1.6056 0.34 -2.01 1.68
H -3.9770 5.0416 0.2455 0.58 -0.30 -2.49
H -5.7503 3.7777 -1.5458 2.36 -0.72 0.75
H -4.1815 3.0087 -2.2700 -0.82 0.49 2.07
H -4.2767 0.3521 0.0777 0.77 2.35 -0.80
H -3.4320 1.1501 -1.4127 -0.74 0.70 1.96
H -2.8383 1.5688 0.3777 -1.89 -0.45 -1.61
H 2.6063 5.1937 -3.1425 -2.67 -1.03 0.44
H 0.2056 3.2922 -4.7968 0.58 1.56 1.10
C -4.7340 -5.4263 0.5684 -0.18 -0.22 0.02
C -5.0142 -3.8996 0.6513 1.73 -0.98 -0.15
C -4.8631 -3.4332 2.1230 -0.31 0.13 0.00
C -6.0073 -3.9095 3.0156 0.08 -0.05 0.00
C -7.3598 -3.5137 2.4361 0.30 0.24 -0.07
C -7.5543 -3.9056 0.9462 -1.77 -1.05 0.17
N -6.3686 -3.5797 0.0860 0.07 4.98 0.90
O -6.4033 -2.1969 -0.1735 0.07 -3.73 0.21
C -7.8704 -5.4190 0.8234 0.17 -0.22 0.13
C -8.8756 -3.2241 0.4486 0.66 0.47 -0.21
C -3.8556 -3.2790 -0.1970 -0.60 0.50 -0.02
H -3.6594 -5.6374 0.6385 -0.19 0.32 -0.04
H -5.1850 -5.9991 1.3782 -0.11 0.06 -0.10
H -5.0779 -5.8431 -0.3865 -0.01 0.14 0.19
H -4.8166 -2.3368 2.1687 -0.07 -0.11 -0.22
H -3.9130 -3.7932 2.5393 -0.09 -0.03 -0.33
H -5.9593 -4.9932 3.1604 0.03 0.02 -0.05
H -5.8953 -3.4663 4.0127 -0.03 -0.09 -0.13
H -8.1510 -3.9618 3.0500 -0.03 0.00 -0.33
H -7.4697 -2.4272 2.5493 0.00 -0.09 -0.25
H -7.8993 -5.7317 -0.2262 0.09 0.12 0.13
H -8.8506 -5.6540 1.2540 0.13 0.29 -0.06
H -7.1671 -6.0588 1.3530 0.08 0.05 -0.09
H -8.8718 -2.1384 0.6011 0.21 -0.24 -0.15
H -9.7465 -3.6052 0.9962 0.41 -0.17 0.03
H -9.0474 -3.4213 -0.6165 0.14 0.04 0.18
H -3.9047 -3.6197 -1.2384 -0.08 0.06 0.19
H -2.8765 -3.5744 0.2014 -0.39 -0.18 0.10
H -3.8614 -2.1830 -0.1932 -0.25 -0.25 -0.04
C 8.8906 0.4551 -0.1728 -0.08 0.04 -0.27
C 8.1584 -0.1919 1.0361 1.85 0.66 -0.15
C 8.4690 -1.7114 1.0659 -0.33 -0.08 0.00
C 7.7639 -2.4819 -0.0485 0.08 0.03 -0.02
C 6.2640 -2.2140 -0.0400 0.21 0.02 0.34
C 5.8854 -0.7082 -0.0155 -1.32 0.03 -1.64
N 6.6843 0.0897 0.9731 -1.33 -2.61 4.13
O 6.1498 -0.1642 2.2500 1.34 1.16 -3.29
C 6.0554 -0.0863 -1.4261 0.25 -0.04 -0.17
C 4.3400 -0.6151 0.2312 0.46 0.09 0.76
C 8.8400 0.4876 2.2694 -0.72 -0.22 0.24
H 9.9637 0.5684 0.0268 -0.28 -0.10 0.22
H 8.8370 -0.1375 -1.0857 -0.15 0.06 0.04
H 8.4995 1.4579 -0.3852 -0.01 -0.23 0.06
H 8.1683 -2.1393 2.0317 -0.08 0.25 -0.06
H 9.5511 -1.8790 0.9854 -0.14 0.31 0.04
H 8.1892 -2.2265 -1.0240 0.01 0.04 0.04
H 7.9421 -3.5557 0.0869 -0.02 0.14 -0.05
H 5.8139 -2.7015 -0.9138 -0.10 0.32 0.09
H 5.8371 -2.7162 0.8381 -0.03 0.26 -0.01
H 5.9001 0.9979 -1.4000 0.04 -0.16 0.09
H 5.3225 -0.4973 -2.1299 -0.01 0.00 0.34
H 7.0252 -0.2835 -1.8788 0.06 0.07 0.10
H 4.0268 -1.1426 1.1397 0.26 0.21 -0.07
H 3.7805 -1.0724 -0.5943 0.43 0.15 0.01
H 4.0124 0.4287 0.3091 0.13 -0.24 -0.03
H 8.6768 1.5721 2.2608 -0.06 -0.20 -0.04
H 9.9240 0.3164 2.2617 -0.27 -0.07 -0.34
H 8.4820 0.0937 3.2276 -0.16 0.10 -0.31
```
Positions in Å, forces in eV/Å.

The calculation puts the HOMO-LUMO gap (alpha / beta) at 0.3068 / 0.2957 Ha. The multiplicity is 3. As for the max |F|: 0.16113 hartree/bohr. The calculation puts the electronic energy at -2531.25386 Ha. Its HOMO energy (alpha / beta) is -8.789 / -8.613 eV.

3.
ORCA calculation (ωB97M-V with the def2-TZVPD basis set) on 2 unconnected molecules or ions with the total composition C27H24O4 in a non-equilibrium geometry.

Geometry as XYZ:
```
55
Properties=species:S:1:pos:R:3:forces:R:3
C -1.5279 4.9567 -1.1025 0.04 -0.23 0.09
C -2.0035 4.6417 0.1763 0.08 -0.17 -0.16
C -2.0923 3.3106 0.5774 0.07 -0.21 -0.13
C -1.7526 2.2731 -0.3129 -0.03 0.46 -0.20
C -1.8162 0.8742 0.1424 0.09 -0.52 0.89
C -1.3184 0.5218 1.4097 -0.34 0.95 -0.70
C -1.4510 -0.7270 1.9957 0.12 -0.36 0.23
C -0.7734 -1.1273 3.2031 0.13 -0.09 0.59
C -0.8032 -2.4785 3.6373 -0.26 0.37 -0.34
C -0.2135 -2.8592 4.8330 0.27 0.13 0.27
C 0.4228 -1.9036 5.6429 -0.43 -0.03 -0.51
C 0.4720 -0.5647 5.2287 -0.08 0.14 -0.25
C -0.1053 -0.1809 4.0222 0.06 -0.26 -0.01
C -2.3937 -0.1339 -0.7486 -0.31 -0.29 -0.39
C -1.7679 -1.3699 -1.0069 -0.14 0.32 -0.12
C -2.3347 -2.2536 -1.9240 -0.25 0.06 0.14
C -3.5843 -1.9723 -2.4897 0.12 0.13 0.06
C -4.2440 -0.7755 -2.1860 0.22 -0.10 0.10
C -3.6385 0.1504 -1.3486 0.28 0.07 0.12
C -1.3396 2.6029 -1.6277 -0.05 -0.14 0.39
C -1.1775 3.9367 -1.9994 -0.20 -0.05 0.29
H -1.4328 6.0018 -1.4028 -0.02 -0.32 0.08
H -2.3014 5.4272 0.8711 0.08 -0.18 -0.25
H -2.4856 3.0357 1.5574 0.08 0.17 -0.22
H -0.8355 1.3285 1.9666 -0.06 -0.36 -0.24
H -2.0518 -1.4865 1.4901 0.14 0.22 0.19
H -1.3045 -3.2145 3.0047 0.07 0.21 0.31
H -0.2612 -3.9024 5.1562 0.00 0.41 -0.14
H 0.8547 -2.1931 6.6004 -0.08 0.04 -0.27
H 0.9558 0.1929 5.8503 -0.14 -0.32 -0.19
H -0.0476 0.8572 3.6889 -0.01 -0.33 0.34
H -0.8303 -1.6067 -0.5010 -0.15 0.10 -0.36
H -1.8050 -3.1693 -2.1831 -0.20 0.16 0.11
H -4.0534 -2.6893 -3.1661 0.20 0.21 0.17
H -5.2267 -0.5524 -2.5968 0.22 -0.14 0.05
H -4.1358 1.0844 -1.0835 0.08 -0.26 -0.13
H -1.1155 1.7985 -2.3321 0.00 0.25 0.22
H -0.7821 4.1802 -2.9872 -0.21 -0.06 0.29
C -8.0567 -1.3922 3.9418 0.30 -0.03 -0.33
C -6.7194 -0.6811 4.1631 0.04 -0.32 -0.10
C -6.8824 0.1820 5.4093 0.20 0.27 0.22
O -5.7372 -1.7160 4.3412 -0.27 0.42 -0.02
C -4.4060 -1.3161 4.3218 -0.32 0.11 0.04
O -3.5854 -2.1097 4.7524 0.08 0.07 0.11
C -4.1685 -0.0432 3.7382 0.46 -0.13 -0.22
C -5.0883 0.4957 2.8056 -0.48 -0.29 0.23
O -4.8613 1.2176 1.8452 0.09 0.23 0.13
O -6.4110 0.0967 2.9930 -0.11 -0.27 0.14
H -7.9948 -2.0494 3.0701 -0.03 0.11 0.10
H -8.2940 -1.9921 4.8283 0.11 0.12 -0.22
H -8.8512 -0.6537 3.7923 0.18 -0.12 -0.03
H -5.9718 0.7377 5.6621 -0.21 -0.15 -0.08
H -7.7089 0.8865 5.2418 0.30 -0.11 0.00
H -7.1667 -0.4642 6.2525 0.20 0.17 -0.24
H -3.1708 0.3628 3.7753 0.07 -0.05 -0.08
```
Positions in Å, forces in eV/Å.

The calculation puts the HOMO-LUMO gap at 0.1595 Ha. As for the max |F|: 0.02381 hartree/bohr. The calculation puts the electronic energy at -1344.16876 Ha. Its HOMO energy is -6.823 eV.